{"formula": "C42H38F4N3O2P2Pt", "method": "wB97M-V/def2-TZVPD", "species": ["Pt", "C", "N", "C", "C", "C", "N", "C", "C", "F", "C", "F", "C", "C", "F", "C", "F", "H", "H", "H", "H", "H", "H", "H", "H", "H", "H", "H", "O", "P", "C", "P", "O", "C", "C", "C", "C", "C", "C", "C", "C", "C", "C", "C", "C", "C", "C", "C", "C", "C", "C", "C", "C", "C", "C", "C", "C", "H", "H", "H", "H", "H", "H", "H", "H", "H", "H", "H", "H", "H", "H", "H", "H", "H", "H", "H", "H", "H", "H", "N", "C", "C", "C", "C", "C", "C", "C", "H", "H", "H", "H", "H"], "coordinates": [[-0.732816, 0.913573, -1.338292], [-2.189383, -1.184317, -3.043420], [-0.858163, -0.545675, -3.047614], [0.163027, -1.609874, -3.007956], [-0.697753, 0.313595, -4.232935], [-1.561473, 1.562244, -4.134720], [-1.395824, 2.131001, -2.794827], [-1.853835, 3.407323, -2.564917], [-1.026613, 4.397608, -2.006789], [0.217886, 4.145370, -1.750766], [-1.504789, 5.733009, -1.699912], [-0.638309, 6.537562, -1.164331], [-2.785116, 6.119412, -1.967933], [-3.609840, 5.154305, -2.525494], [-4.841041, 5.419108, -2.804543], [-3.158035, 3.814809, -2.805685], [-4.033320, 2.976789, -3.283381], [-2.342585, -1.781989, -3.947352], [-2.966859, -0.426099, -2.987942], [-2.278548, -1.836167, -2.174720], [0.056354, -2.244069, -3.897945], [-0.049597, -2.199693, -2.116528], [1.865150, -1.010545, -3.744055], [-0.940594, -0.247584, -5.141567], [0.343604, 0.631069, -4.271309], [-2.613578, 1.346295, -4.334200], [-1.223332, 2.275015, -4.890831], [-3.148221, 7.117472, -1.761465], [0.322172, -0.613326, -0.214694], [0.409844, -0.928573, 1.264621], [0.755530, -2.705584, 1.483602], [1.961206, -3.672194, 0.499221], [1.455140, -1.103905, -2.877850], [1.100052, -4.959687, -0.368603], [0.545458, -6.009329, 0.369809], [-0.159930, -7.003705, -0.287003], [-0.303450, -6.954952, -1.667249], [0.249521, -5.912251, -2.402392], [0.956618, -4.909319, -1.761867], [3.219572, -2.928949, -0.453849], [3.655650, -1.606665, -0.268266], [4.740137, -1.142351, -0.980037], [5.414954, -1.987252, -1.858882], [5.014746, -3.310445, -2.019476], [3.933823, -3.793689, -1.312752], [-1.183521, -0.727833, 2.061940], [-1.342908, -0.582479, 3.438585], [-2.621721, -0.463871, 3.965461], [-3.728236, -0.479480, 3.125779], [-3.571651, -0.612216, 1.750431], [-2.300812, -0.751815, 1.223048], [1.658420, 0.002837, 2.135455], [2.146595, 1.171844, 1.549869], [3.097023, 1.929030, 2.216653], [3.560537, 1.527016, 3.462457], [3.085166, 0.359102, 4.043928], [2.136809, -0.405885, 3.383201], [-0.198320, -3.194858, 1.264265], [0.956712, -2.891091, 2.542255], [0.676352, -6.058472, 1.444198], [-0.585088, -7.824088, 0.274644], [-0.842583, -7.742415, -2.176984], [0.136809, -5.891079, -3.478401], [1.400897, -4.095802, -2.321783], [3.154738, -0.952320, 0.428520], [5.077978, -0.124074, -0.842734], [6.274084, -1.618989, -2.404085], [5.562288, -3.968026, -2.680617], [3.646853, -4.832264, -1.408318], [-0.488119, -0.543898, 4.100985], [-2.758084, -0.356780, 5.033270], [-4.720560, -0.388550, 3.547461], [-4.441004, -0.621458, 1.106630], [-2.100421, -0.827036, 0.157265], [1.802859, 1.461981, 0.564800], [3.491359, 2.827863, 1.760658], [4.306476, 2.117593, 3.977388], [3.459853, 0.039118, 5.006748], [1.789482, -1.321641, 3.846353], [-0.793945, 2.209879, 0.398194], [-0.915839, 2.859222, 1.337879], [-1.095797, 3.635557, 2.525432], [-1.994322, 3.185499, 3.495278], [-2.167118, 3.933419, 4.645393], [-1.450850, 5.111781, 4.822518], [-0.554368, 5.552567, 3.855007], [-0.369806, 4.815750, 2.700088], [-2.543238, 2.265113, 3.338651], [-2.861306, 3.602261, 5.405186], [-1.591263, 5.692490, 5.724396], [-0.000185, 6.468275, 4.007115], [0.332337, 5.140846, 1.942632]], "forces_ev_per_angstrom": [[0.026, 0.243, -0.679], [-0.002, -0.029, 0.000], [-0.224, -0.024, -0.111], [0.103, -0.056, 0.088], [0.025, 0.041, -0.050], [-0.027, -0.012, 0.005], [0.147, -0.036, 0.420], [0.032, -0.099, -0.118], [-0.298, 0.135, 0.014], [0.082, 0.020, 0.011], [0.084, -0.290, -0.080], [0.050, 0.059, 0.029], [-0.144, 0.144, 0.012], [0.123, -0.111, 0.002], [-0.079, 0.010, -0.020], [0.139, 0.261, 0.036], [-0.128, -0.015, -0.040], [0.012, 0.001, -0.005], [-0.009, -0.010, 0.005], [0.014, 0.017, 0.008], [0.001, 0.027, -0.019], [-0.021, -0.010, -0.055], [0.041, -0.034, -0.008], [0.012, 0.058, -0.037], [0.021, -0.059, -0.012], [0.005, -0.053, -0.027], [-0.043, 0.001, -0.030], [0.017, 0.001, 0.006], [0.179, -0.230, 0.344], [0.062, 0.017, 0.185], [0.037, -0.058, 0.002], [-0.086, -0.131, 0.038], [-0.037, 0.042, -0.064], [-0.014, 0.104, -0.061], [-0.057, -0.006, -0.038], [0.015, 0.002, 0.056], [-0.007, -0.017, -0.026], [0.036, 0.051, -0.028], [-0.018, -0.098, 0.053], [0.133, 0.059, 0.033], [-0.039, -0.067, -0.009], [0.042, -0.005, -0.027], [0.000, 0.028, 0.016], [0.004, -0.009, -0.011], [-0.014, 0.081, 0.029], [-0.069, 0.012, -0.003], [-0.023, 0.021, -0.020], [-0.003, -0.038, -0.009], [-0.008, -0.011, 0.014], [-0.050, -0.075, -0.011], [0.401, 0.156, 0.009], [-0.019, -0.041, 0.037], [0.008, -0.024, 0.006], [0.012, 0.030, -0.035], [0.007, -0.013, 0.010], [-0.011, -0.020, 0.003], [0.030, 0.023, -0.036], [0.013, -0.060, 0.023], [0.001, 0.050, 0.000], [0.001, -0.011, 0.003], [0.010, 0.000, 0.001], [-0.004, 0.008, 0.002], [0.001, -0.002, 0.009], [-0.009, -0.050, -0.029], [-0.008, 0.001, -0.017], [-0.005, -0.001, -0.004], [-0.002, 0.001, 0.002], [0.000, 0.001, 0.005], [0.011, -0.003, -0.011], [0.026, 0.003, 0.005], [0.020, -0.007, 0.008], [-0.006, 0.003, -0.008], [0.014, 0.004, -0.019], [-0.449, -0.133, 0.037], [0.010, 0.031, 0.012], [-0.015, -0.007, -0.005], [-0.001, 0.001, -0.002], [-0.004, 0.005, -0.002], [-0.010, 0.008, 0.017], [-0.039, 0.165, 0.039], [-0.093, 0.046, 0.230], [0.066, -0.041, -0.058], [-0.060, -0.040, -0.026], [0.013, 0.013, -0.005], [0.008, 0.000, -0.002], [-0.018, -0.007, 0.030], [0.052, 0.016, -0.045], [0.011, 0.041, 0.006], [-0.004, 0.000, 0.003], [-0.001, 0.001, -0.002], [0.002, 0.000, -0.007], [-0.001, 0.006, 0.012]], "multiplicity": 5, "homo_lumo_gap_ev": [6.828, 4.996], "charge": 3, "lumo_energy_ha": [-0.2735, -0.4150], "s2": 6.046, "homo_ev": [-14.2715, -16.2878], "largest_force_ev_per_a": 0.72}


{"formula": "C3H5NOS2", "method": "wB97M-V/def2-TZVPD", "species": ["C", "C", "C", "H", "H", "H", "H", "H", "N", "O", "S", "S"], "coordinates": [[-1.017314, -0.649362, 0.160184], [-0.123233, 0.477147, -0.005636], [0.237855, 1.283359, -1.225162], [0.195120, -2.062175, 0.787374], [-2.271415, -0.600084, -0.487989], [-1.364233, -0.715679, 1.360011], [0.655775, 2.349927, -0.987026], [2.018877, -0.419686, 2.739947], [0.770908, 0.520135, 0.981949], [-0.296408, -1.822601, -0.085094], [-0.201374, 0.763257, -2.706540], [0.398682, -0.405714, 2.507694]], "forces_ev_per_angstrom": [[-6.222, -1.684, 0.971], [3.864, 0.562, 2.638], [-0.985, 0.937, 0.238], [-1.178, 0.689, -2.033], [4.293, -0.275, 1.713], [0.341, 0.664, -3.241], [-0.388, -2.222, -0.545], [-3.828, 0.028, -0.164], [-1.885, 0.890, -0.652], [0.469, -0.908, 1.208], [0.533, 0.544, 0.969], [4.986, 0.775, -1.102]], "homo_lumo_gap_ev": 7.831, "lumo_energy_ha": -0.0494, "homo_ev": -9.1750, "largest_force_ev_per_a": 6.52}


{"formula": "C2H2NOP", "method": "wB97M-V/def2-TZVPD", "species": ["C", "C", "N", "O", "P", "H", "H"], "coordinates": [[-2.397180, -0.199813, -0.512115], [1.644303, 0.254642, 0.998962], [-1.986163, 0.309203, 0.418698], [0.845181, 0.027281, 1.841757], [2.816367, 0.476486, -0.187627], [-2.950761, -0.466093, -1.387022], [2.028255, -0.401704, -1.172655]], "forces_ev_per_angstrom": [[-0.903, 0.178, -0.880], [-2.686, -1.390, 2.079], [0.611, 0.167, 0.838], [2.607, 1.002, -2.443], [-0.620, -0.673, -1.069], [0.269, -0.338, 0.010], [0.722, 1.055, 1.466]], "homo_lumo_gap_ev": 9.032, "lumo_energy_ha": 0.0054, "homo_ev": -8.8854, "smiles": "O=C=P.C#N", "largest_force_ev_per_a": 3.71}


Number 1: energy -85402.6149 eV. Number 2: energy -28394.9688 eV. Number 3: energy -14930.4252 eV.